A 2-piece molecular cluster, C6H14N2O2 overall at a distorted geometry. Source: the OMol25 dataset; level of theory: the ωB97M-V functional and the def2-TZVPD basis.

```
24
Properties=species:S:1:pos:R:3
C -1.6161 2.8593 0.0144
C -2.9506 -0.6899 -0.1243
C -1.5498 1.3653 -0.0984
O -0.4998 0.7676 -0.2625
N -2.7521 0.7388 -0.0150
H -2.6158 3.2397 -0.1695
H -3.5082 1.2956 0.3453
H -1.9748 -1.1413 -0.2419
H -1.3288 3.1921 1.0169
H -0.8177 3.2903 -0.5891
H -3.2702 -1.1275 0.8235
H -3.5376 -0.9015 -1.0121
C 3.1526 0.5503 0.0739
C 1.1620 -2.6664 0.0064
C 2.3629 -1.7410 0.1474
O 3.4559 -2.1827 0.4716
N 2.1219 -0.4429 -0.1051
H 1.2215 -0.1374 -0.4513
H 3.9454 0.4158 -0.6679
H 0.2914 -2.1189 -0.3671
H 2.7150 1.5463 -0.0209
H 3.6169 0.4796 1.0625
H 1.4288 -3.4003 -0.7626
H 0.9474 -3.1910 0.9260
```

Values from the calculation:
Energy relative to the best compared isomer or geometry (same formula, charge and spin) (kJ/mol): 45.3
HOMO (eV): -9.0